(1)
Computed, not measured: 2 unconnected molecules or ions with the total composition C14H16 in a non-equilibrium geometry, with ωB97M-V with the def2-TZVPD basis set.

Summary:
- energy above the lowest of the compared OMol25 structures with the same formula, charge and spin (kcal per mole) = 51.4
- max |F| (eV/Å) = 4.45
- HOMO level (Ha) = -0.31393
- LUMO level (eV) = 0.923

Structure (ORCA input):
```
! wB97M-V def2-TZVPD RIJCOSX def2/J DEFGRID3
* xyz 0 1
C 2.116 1.813 -0.557
C 1.876 0.660 0.378
C 2.250 -0.580 -0.209
C 2.452 -1.628 0.714
C 2.153 -1.500 2.135
C 1.585 -0.384 2.621
C 1.497 0.700 1.746
H 2.926 2.408 -0.278
H 1.416 2.663 -0.798
H 2.450 1.487 -1.643
H 2.586 -0.694 -1.279
H 2.925 -2.549 0.305
H 2.310 -2.351 2.757
H 1.361 -0.211 3.620
H 1.120 1.595 2.234
C -1.668 0.372 1.324
C -1.910 0.055 -0.068
C -1.290 0.776 -1.087
C -1.472 0.466 -2.461
C -2.503 -0.498 -2.761
C -3.215 -1.193 -1.819
C -2.827 -0.983 -0.509
H -1.888 1.388 1.661
H -0.689 0.027 1.617
H -2.478 -0.037 2.067
H -0.460 1.489 -0.886
H -0.840 0.826 -3.215
H -2.712 -0.687 -3.792
H -4.017 -1.858 -2.132
H -3.058 -1.573 0.317
*
```

---

(2)
Computed, not measured: 2 unconnected molecules or ions with the total composition C14H16 in a non-equilibrium geometry, with ωB97M-V with the def2-TZVPD basis set.

Summary:
- energy above the lowest of the compared OMol25 structures with the same formula, charge and spin (kcal per mole) = 8.0
- max |F| (eV/Å) = 1.25
- HOMO level (Ha) = -0.32583
- LUMO level (eV) = 0.940

Structure (ORCA input):
```
! wB97M-V def2-TZVPD RIJCOSX def2/J DEFGRID3
* xyz 0 1
C 4.536 -0.101 -1.721
C 3.227 -0.778 -1.493
C 2.248 -0.736 -2.489
C 1.009 -1.327 -2.334
C 0.733 -2.119 -1.216
C 1.736 -2.195 -0.261
C 2.952 -1.532 -0.350
H 4.643 0.869 -1.231
H 4.716 0.075 -2.779
H 5.379 -0.693 -1.361
H 2.437 -0.136 -3.369
H 0.267 -1.206 -3.116
H -0.175 -2.684 -1.089
H 1.580 -2.787 0.636
H 3.685 -1.568 0.442
C -4.053 0.972 3.102
C -2.978 1.077 2.053
C -2.268 -0.027 1.602
C -1.374 0.067 0.537
C -1.297 1.256 -0.170
C -2.031 2.356 0.234
C -2.803 2.295 1.384
H -5.011 1.263 2.667
H -3.891 1.673 3.922
H -4.200 -0.047 3.470
H -2.273 -0.946 2.192
H -0.639 -0.711 0.383
H -0.672 1.309 -1.051
H -2.064 3.268 -0.350
H -3.420 3.113 1.756
*
```

---

(3)
Computed, not measured: a molecular structure, C14H16AuNO4, with ωB97M-V with the def2-TZVPD basis set.

Summary:
- max |F| (eV/Å) = 0.45
- HOMO level (Ha) = -0.30188
- LUMO level (eV) = -0.045

Structure (ORCA input):
```
! wB97M-V def2-TZVPD RIJCOSX def2/J DEFGRID3
* xyz 0 1
Au 0.592 1.415 -1.703
C -1.230 -1.928 -1.296
O -0.722 -1.184 -2.388
C 0.400 -1.764 -3.008
C 1.700 -1.524 -2.275
O 2.117 -0.161 -2.373
C 3.412 0.034 -1.818
H -1.513 -2.937 -1.617
H -2.111 -1.401 -0.939
H -0.510 -2.002 -0.474
H 0.467 -1.329 -4.006
H 0.263 -2.847 -3.104
H 2.471 -2.146 -2.743
H 1.621 -1.814 -1.221
H 4.133 -0.622 -2.312
H 3.416 -0.172 -0.744
H 3.683 1.072 -1.988
O -2.666 3.864 -1.032
C -1.643 3.201 -0.942
O -0.677 3.155 -1.780
C -1.503 2.357 0.340
C -2.453 2.517 1.376
C -2.345 1.751 2.495
C -1.292 0.810 2.604
C -1.118 -0.039 3.722
C -0.082 -0.928 3.765
C 0.834 -1.007 2.693
C 0.688 -0.200 1.600
C -0.381 0.722 1.530
N -0.515 1.506 0.423
H -3.240 3.243 1.229
H -3.055 1.845 3.309
H -1.821 0.027 4.545
H 0.046 -1.576 4.623
H 1.656 -1.710 2.744
H 1.379 -0.228 0.764
*
```

---

(4)
Computed, not measured: a molecular structure, C14H16BaN6O4S, with ωB97M-V with the def2-TZVPD basis set.

Summary:
- energy above the lowest of the compared OMol25 structures with the same formula, charge and spin (kcal per mole) = 0.0
- max |F| (eV/Å) = 0.62
- HOMO level (Ha) = -0.28795
- LUMO level (eV) = 0.294

Structure (ORCA input):
```
! wB97M-V def2-TZVPD RIJCOSX def2/J DEFGRID3
* xyz 0 1
Ba 0.638 1.054 1.147
C -3.585 3.401 4.838
C -2.516 3.325 3.777
N -2.621 3.717 2.566
O -3.828 4.240 2.143
C -1.215 2.731 4.183
C -0.733 2.724 5.599
N -0.514 2.214 3.243
O 0.677 1.690 3.567
H -4.594 3.566 4.465
H -3.364 4.200 5.548
H -3.608 2.466 5.397
H -4.453 4.264 2.882
H -1.434 3.184 6.292
H 0.221 3.250 5.662
H -0.534 1.699 5.919
N 3.193 -2.631 -6.635
C 2.877 -2.016 -5.434
C 3.124 -2.663 -4.220
C 2.762 -2.072 -3.025
C 2.158 -0.824 -3.032
C 1.904 -0.168 -4.229
C 2.261 -0.760 -5.423
S 1.647 -0.088 -1.529
O 1.887 1.345 -1.592
O 2.348 -0.745 -0.422
N 0.089 -0.212 -1.250
C -0.375 -1.380 -0.711
N -0.114 -2.562 -1.286
C -0.665 -3.630 -0.732
C -1.482 -3.566 0.390
C -1.652 -2.313 0.941
N -1.103 -1.218 0.418
H 3.894 -3.352 -6.595
H 3.292 -2.025 -7.432
H 3.597 -3.637 -4.219
H 2.944 -2.568 -2.082
H 1.436 0.808 -4.219
H 2.065 -0.253 -6.360
H -0.450 -4.583 -1.204
H -1.936 -4.448 0.815
H -2.241 -2.164 1.839
*
```

---

(5)
Computed, not measured: 2 unconnected molecules or ions with the total composition C14H16BrF3N2O4S2 in a non-equilibrium geometry, with ωB97M-V with the def2-TZVPD basis set.

Summary:
- energy above the lowest of the compared OMol25 structures with the same formula, charge and spin (kcal per mole) = 302.4
- max |F| (eV/Å) = 8.44
- HOMO level (Ha) = -0.32012
- LUMO level (eV) = -1.937

Structure (ORCA input):
```
! wB97M-V def2-TZVPD RIJCOSX def2/J DEFGRID3
* xyz 0 1
C 4.723 3.214 0.593
C 3.513 3.902 -0.315
Br 3.907 5.862 -0.682
C 3.305 3.092 -1.728
C 2.024 2.051 -1.468
C 0.556 2.812 -1.232
C -0.801 1.902 -0.934
C -2.192 2.786 -0.667
S -2.345 2.868 1.235
O -0.879 2.897 1.813
O -2.974 1.547 1.761
C -0.714 0.266 -0.896
C 0.805 -0.388 -1.144
N 1.219 -1.852 -1.132
S 2.952 -1.998 -1.398
N 3.518 -0.354 -1.574
C 2.211 0.412 -1.411
H 4.513 2.051 0.639
H 5.778 3.478 0.137
H 4.611 3.606 1.714
H 2.554 3.887 0.393
H 4.264 2.476 -2.060
H 2.978 3.808 -2.625
H 0.477 3.980 -1.276
H -2.066 3.907 -1.030
H -3.139 2.304 -1.157
H -2.977 4.038 1.686
H -1.675 -0.406 -0.695
C -1.159 -3.266 2.115
C -1.044 -4.089 0.845
O -2.085 -5.076 0.789
C -3.313 -4.633 0.368
O -3.551 -3.469 0.056
C -4.311 -5.789 0.306
F -4.271 -6.582 1.417
F -4.077 -6.613 -0.756
F -5.603 -5.372 0.187
H -1.170 -3.914 2.996
H -0.323 -2.565 2.200
H -2.091 -2.691 2.133
H -0.093 -4.630 0.846
H -1.057 -3.458 -0.049
*
```

---

(6)
Computed, not measured: a molecular structure, C14H16Cl5OsS4, with ωB97M-V with the def2-TZVPD basis set.

Summary:
- energy above the lowest of the compared OMol25 structures with the same formula, charge and spin (kcal per mole) = 0.0
- max |F| (eV/Å) = 0.65
- HOMO level (alpha / beta) (Ha) = -0.67001 / -0.66913
- LUMO level (alpha / beta) (eV) = -12.465 / -12.577

Structure (ORCA input):
```
! wB97M-V def2-TZVPD RIJCOSX def2/J DEFGRID3
* xyz 3 1
Os -0.125 0.293 -0.420
C -0.885 2.177 2.240
C -0.105 1.014 2.813
S 1.069 0.431 1.546
C 1.320 -1.296 2.052
C 1.917 -2.063 0.891
S 1.102 -1.755 -0.728
C -0.153 -3.077 -0.789
C -1.316 -2.885 0.167
S -1.992 -1.250 -0.211
C -2.921 -0.692 1.248
C -3.161 0.799 1.064
S -1.667 1.785 0.645
H -0.245 3.036 2.032
H -1.671 2.510 2.919
H -0.748 0.191 3.123
H 0.493 1.333 3.668
H 0.356 -1.699 2.360
H 1.996 -1.299 2.908
H 1.856 -3.138 1.063
H 2.964 -1.813 0.730
H 0.374 -4.012 -0.595
H -0.489 -3.103 -1.828
H -1.029 -2.950 1.215
H -2.090 -3.628 -0.034
H -2.366 -0.929 2.154
H -3.877 -1.217 1.270
H -3.583 1.250 1.964
H -3.855 0.994 0.246
Cl 3.559 0.628 -0.721
C 2.495 1.287 -1.869
C 1.076 1.108 -1.705
C 0.269 1.544 -2.796
Cl -1.386 0.986 -2.665
C 0.701 2.256 -3.867
Cl -0.343 2.775 -5.092
C 2.106 2.543 -3.906
Cl 2.704 3.437 -5.165
C 2.998 2.045 -2.903
Cl 4.652 2.385 -3.026
*
```